Record 1
Below is C5H7N as an isolated structure in a non-equilibrium geometry, with properties calculated with the ωB97M-V functional and the def2-TZVPD basis.

Properties
- HOMO level (Eh) = -0.3071
- electronic energy (eV) = -6782.162
- Kohn-Sham gap (Ha) = 0.351
- 2S+1 = 1

Each line ends with the Löwdin charge.
Element x y z (Å)
C -1.61 0.07 0.03  -0.105
C -0.38 -0.72 0.47  -0.282
C 0.41 -0.32 -0.81  -0.197
C 1.57 0.10 0.05  -0.167
N 0.47 0.39 1.03  0.006
C -0.44 0.92 -0.45  -0.048
H -2.16 -0.44 -0.77  0.109
H -2.28 0.51 0.76  0.102
H -0.36 -1.65 1.03  0.124
H 0.40 -0.83 -1.77  0.126
H 2.13 0.99 -0.28  0.109
H 2.25 -0.67 0.42  0.105
H -0.01 1.64 0.29  0.118

=====

Record 2
Below is C19H37BrFeSi4 as an isolated structure in a non-equilibrium geometry, with properties calculated with the ωB97M-V functional and the def2-TZVPD basis.

Properties
- HOMO level (spin up / spin down) (Eh) = 0.0076 / 0.0012
- electronic energy (eV) = -156245.153
- Kohn-Sham gap (spin up / spin down) (Ha) = 0.164 / 0.170
- net charge = -2
- 2S+1 = 5

Each line ends with the Löwdin charge.
Element x y z (Å)
C -0.29 -2.00 -1.61  -0.184
C 0.75 -1.26 -2.28  -0.220
C 1.77 -0.94 -1.32  -0.239
H 0.78 -1.02 -3.35  0.083
C 1.33 -1.44 -0.04  -0.215
C 0.06 -2.09 -0.21  -0.225
H -0.50 -2.61 0.56  0.091
H -1.16 -2.45 -2.06  0.091
H 2.72 -0.45 -1.51  0.080
H 1.91 -1.40 0.87  0.086
Fe -0.20 0.10 -0.68  0.063
Br -1.68 0.31 1.01  0.419
C -3.87 -1.27 2.32  -0.336
C -3.34 -2.58 2.54  -0.242
C -3.60 -3.36 1.38  -0.237
H -2.85 -2.91 3.45  0.040
C -4.28 -2.53 0.43  -0.233
C -4.45 -1.25 1.01  -0.293
H -4.94 -0.40 0.55  0.047
H -3.87 -0.45 3.04  0.042
H -3.36 -4.41 1.25  0.034
H -4.64 -2.84 -0.55  0.038
C 2.75 2.11 -3.27  -0.230
Si 1.33 3.17 -2.64  0.316
C 1.89 4.97 -2.62  -0.230
C -0.14 2.99 -3.82  -0.246
Si 0.52 2.30 -0.61  0.306
Si 2.19 2.86 0.93  0.313
C 2.87 4.62 0.76  -0.229
C 1.51 2.68 2.67  -0.231
C 3.62 1.65 0.70  -0.233
Si -1.23 3.70 -0.04  0.265
C -0.80 5.54 -0.25  -0.234
C -2.61 3.26 -1.23  -0.234
C -1.88 3.59 1.71  -0.259
H 3.02 2.49 -4.27  0.015
H 2.47 1.06 -3.36  0.009
H 3.64 2.19 -2.63  0.013
H 1.98 5.29 -3.68  0.015
H 1.18 5.65 -2.13  -0.003
H 2.87 5.10 -2.15  0.007
H -0.66 2.03 -3.67  0.024
H -0.86 3.80 -3.71  0.010
H 0.26 3.02 -4.84  0.011
H 2.08 5.38 0.65  0.002
H 3.42 4.84 1.69  0.016
H 3.56 4.72 -0.08  0.008
H 0.91 1.77 2.79  0.026
H 2.38 2.62 3.35  0.015
H 0.91 3.55 2.98  0.010
H 3.31 0.61 0.87  0.012
H 4.08 1.72 -0.30  0.010
H 4.39 1.91 1.45  0.016
H -0.61 5.83 -1.29  0.001
H -1.71 6.06 0.10  0.015
H 0.05 5.87 0.37  0.007
H -2.90 2.21 -1.15  0.012
H -3.47 3.88 -0.93  0.020
H -2.36 3.48 -2.28  -0.003
H -2.16 2.56 1.97  -0.061
H -1.17 3.96 2.46  0.007
H -2.79 4.22 1.74  0.022

=====

Record 3
Below is a 2-piece molecular cluster, C3H6NOP overall in a non-equilibrium geometry, with properties calculated with the ωB97M-V functional and the def2-TZVPD basis.

Properties
- HOMO level (spin up / spin down) (Eh) = -0.2323 / -0.3726
- electronic energy (eV) = -16029.830
- Kohn-Sham gap (spin up / spin down) (Ha) = 0.268 / 0.337
- 2S+1 = 3

Each line ends with the Löwdin charge.
Element x y z (Å)
C -0.45 0.77 -2.80  -0.099
C -0.98 -0.15 1.44  -0.131
C 0.20 0.47 0.96  -0.333
N -0.95 1.56 -2.13  0.057
O 1.23 -0.08 0.35  -0.515
P 1.58 -1.65 0.21  0.832
H -1.27 -1.11 0.89  0.097
H -0.88 -0.56 2.44  0.079
H -1.77 0.43 1.32  0.026
H 0.33 1.52 1.05  0.098
H 0.22 0.10 -3.38  0.075
H 2.73 -1.31 -0.34  -0.184

=====

Record 4
Below is a 2-piece molecular cluster, C4H5N3O2S overall in a non-equilibrium geometry, with properties calculated with the ωB97M-V functional and the def2-TZVPD basis.

Properties
- HOMO level (spin up / spin down) (Eh) = -0.3243 / -0.3299
- electronic energy (eV) = -23624.198
- Kohn-Sham gap (spin up / spin down) (Ha) = 0.251 / 0.259
- 2S+1 = 1

Each line ends with the Löwdin charge.
Element x y z (Å)
C -0.31 1.84 -0.72  -0.258
C 1.07 1.94 -0.07  -0.361
C -0.38 0.34 -0.31  -0.320
C 0.85 0.62 0.50  0.015
N 2.01 -0.90 -1.40  0.066
N -1.51 -0.19 0.39  0.065
N 2.55 -0.27 -0.52  -0.713
O -1.16 2.63 -1.02  0.146
O 1.97 2.74 -0.05  0.100
S 3.88 0.15 0.12  0.737
H -0.14 -0.32 -1.16  0.134
H 1.10 0.24 1.47  0.127
H 2.60 -1.42 -2.06  0.096
H -1.79 0.43 1.14  0.084
H -2.30 -0.32 -0.23  0.082

=====

Record 5
Below is an isolated molecule of C15H12N2O3 in a non-equilibrium geometry, with properties calculated with the ωB97M-V functional and the def2-TZVPD basis.

Properties
- HOMO level (Eh) = -0.2937
- electronic energy (eV) = -24868.817
- Kohn-Sham gap (Ha) = 0.296
- SMILES string = O=C(C/C=N/c1ccc2c(c1)OCO2)c1ccccn1
- 2S+1 = 1

Each line ends with the Löwdin charge.
Element x y z (Å)
O 2.96 -2.76 0.25  0.083
N 1.60 1.07 -1.06  0.123
N 0.59 -1.27 2.23  0.142
O -3.28 2.67 -3.07  0.055
O -2.17 4.01 -1.56  0.053
C 2.47 -1.81 0.84  -0.327
C 1.71 -0.04 -0.42  -0.142
C -0.47 -1.63 3.05  -0.091
C 1.41 -2.20 1.86  -0.276
C -0.51 -2.79 3.78  -0.049
C 1.44 -3.43 2.44  -0.010
C 0.46 -3.77 3.42  -0.023
C -0.39 0.48 -2.27  -0.057
C -1.66 0.79 -2.80  0.015
C -0.16 2.61 -1.27  0.085
C 0.34 1.38 -1.58  -0.347
C -2.20 2.03 -2.55  -0.226
C -1.47 2.88 -1.77  -0.211
C -3.19 3.92 -2.56  -0.189
C 2.86 -0.43 0.42  -0.071
H 0.84 -0.60 -0.34  0.092
H -1.04 -0.93 3.53  0.077
H -1.08 -2.98 4.64  0.087
H 2.21 -4.22 2.12  0.150
H 0.65 -4.69 3.98  0.103
H 0.11 -0.50 -2.57  0.141
H -1.96 0.10 -3.63  0.132
H 0.37 3.34 -0.69  0.126
H -4.12 4.28 -2.10  0.146
H -2.96 4.51 -3.45  0.141
H 2.75 0.21 1.23  0.099
H 3.88 -0.26 -0.09  0.172

=====

Record 6
Below is a 3-piece molecular cluster, C4H14O2S overall in a non-equilibrium geometry, with properties calculated with the ωB97M-V functional and the def2-TZVPD basis.

Properties
- HOMO level (Eh) = -0.3067
- electronic energy (eV) = -19304.814
- Kohn-Sham gap (Ha) = 0.333
- SMILES string = CCCSC.O.O
- 2S+1 = 1

Each line ends with the Löwdin charge.
Element x y z (Å)
C 0.41 1.81 -1.89  -0.108
C 1.33 1.17 -0.82  -0.340
C 0.53 0.49 0.26  -0.514
S 0.19 -1.26 -0.23  0.775
C -1.15 -1.63 0.98  -0.401
H -0.35 2.38 -1.35  0.065
H 0.94 2.52 -2.50  0.066
H -0.12 1.00 -2.39  0.062
H 2.01 1.90 -0.37  0.104
H 2.05 0.46 -1.24  0.093
H -0.44 0.90 0.57  0.070
H 0.99 0.50 1.26  0.064
H -0.79 -1.47 2.00  0.031
H -2.13 -1.18 0.81  0.007
H -1.26 -2.72 0.93  0.020
H 3.53 -1.70 1.91  0.036
H 2.02 -2.20 2.15  0.043
O 2.64 -1.44 2.17  -0.091
H -3.83 -0.51 -1.09  0.058
H -2.97 0.80 -0.72  0.009
O -3.62 0.17 -0.44  -0.051

=====

Record 7
Below is a 2-piece molecular cluster, CH5NOS overall in a non-equilibrium geometry, with properties calculated with the ωB97M-V functional and the def2-TZVPD basis.

Properties
- HOMO level (spin up / spin down) (Eh) = -0.2560 / -0.2560
- electronic energy (eV) = -15487.468
- Kohn-Sham gap (spin up / spin down) (Ha) = 0.249 / 0.249
- 2S+1 = 1

Each line ends with the Löwdin charge.
Element x y z (Å)
C -1.36 -0.15 -0.01  -0.168
N 2.04 -0.34 0.34  -0.503
O -2.20 0.70 0.42  0.056
S 1.00 0.99 0.00  0.438
H -0.97 -0.81 0.67  0.044
H -1.04 -0.26 -0.99  0.032
H 1.87 -1.13 -0.29  -0.005
H 3.01 -0.17 0.26  -0.028
H -2.34 1.18 -0.40  0.133

=====

Record 8
Below is an isolated ion of composition C11H25N3O3P and charge +1 in a non-equilibrium geometry, with properties calculated with the ωB97M-V functional and the def2-TZVPD basis.

Properties
- HOMO level (Eh) = -0.4177
- electronic energy (eV) = -31702.618
- Kohn-Sham gap (Ha) = 0.212
- net charge = +1
- SMILES string = CCOCCOCN1C(N)=[NH+]CO[C@@H]1P(C)CC
- 2S+1 = 1

Each line ends with the Löwdin charge.
Element x y z (Å)
C 2.64 -1.95 1.68  -0.088
C 3.55 -1.50 0.46  -0.262
O 3.38 -0.13 0.08  -0.159
C 2.37 -0.09 -0.94  -0.214
C 2.13 1.33 -1.56  -0.146
O 1.71 2.33 -0.62  -0.127
C 0.29 2.33 -0.44  -0.163
N -0.21 1.16 0.35  0.076
C 0.00 1.51 1.73  -0.187
N 1.16 2.02 2.20  0.174
N -1.08 1.34 2.70  0.092
C -1.81 0.08 2.43  -0.179
O -1.99 -0.20 1.04  -0.144
C -1.68 0.94 0.22  -0.454
P -2.29 0.50 -1.54  0.967
C -0.94 -0.36 -2.54  -0.299
C -3.66 -0.81 -1.37  -0.392
C -3.10 -2.29 -1.19  -0.169
H 1.54 -1.80 1.50  0.061
H 2.77 -3.08 1.77  0.089
H 2.97 -1.53 2.67  0.076
H 3.39 -2.23 -0.38  0.123
H 4.63 -1.65 0.78  0.134
H 2.69 -0.77 -1.81  0.142
H 1.44 -0.57 -0.51  0.097
H 1.44 1.30 -2.46  0.117
H 3.13 1.68 -1.98  0.150
H 0.07 3.32 0.07  0.159
H -0.16 2.42 -1.47  0.137
H 1.93 1.43 2.52  0.145
H 1.33 3.03 2.22  0.149
H -1.71 2.15 2.70  0.156
H -2.80 -0.01 2.96  0.153
H -1.16 -0.75 2.84  0.146
H -2.28 1.86 0.52  0.140
H -0.44 0.37 -3.24  0.037
H -1.48 -1.09 -3.22  0.061
H -0.22 -0.97 -1.94  0.034
H -4.33 -0.51 -0.52  0.076
H -4.19 -0.79 -2.37  0.080
H -3.65 -2.74 -0.31  0.075
H -2.00 -2.35 -0.97  0.056
H -3.36 -2.94 -2.08  0.079